(1)
{
  "formula": "C7H12O5S",
  "method": "ωB97M-V/def2-TZVPD",
  "de_lowest_ev": 2.586,
  "smiles": "C/C(O)=C(/O)[C@@H](O)[C@@H](CO)SC=O",
  "e_homo_ev": -8.476,
  "total_charge": 0,
  "e_lumo_ev": 0.4,
  "mol_weight_g_mol": 208.23,
  "largest_force_ev_per_a": 4.07,
  "elements": ["C", "C", "O", "C", "O", "C", "O", "C", "C", "O", "S", "C", "O", "H", "H", "H", "H", "H", "H", "H", "H", "H", "H", "H", "H"],
  "positions_angstrom": [[2.99884, 0.08408, -0.17230], [2.05944, 1.10679, 0.45249], [2.50697, 1.83545, 1.53130], [0.76719, 1.23059, 0.27071], [0.09741, 2.28700, 0.96535], [-0.14196, 0.61972, -0.75940], [0.54033, -0.25058, -1.55137], [-1.38213, -0.06992, -0.12011], [-2.52630, -0.47449, -1.00176], [-2.05048, -0.78615, -2.31415], [-0.59059, -1.61497, 0.54198], [-1.63559, -2.00505, 1.84712], [-2.65888, -1.45299, 2.02674], [4.16205, 0.32859, 0.03541], [2.69372, 0.12947, -1.29198], [2.81871, -0.88896, 0.14243], [2.72319, 1.27054, 2.30112], [0.90980, 2.72312, 1.45966], [-0.50036, 1.57902, -1.37609], [-0.06316, -0.52877, -2.34764], [-1.80129, 0.33187, 0.81505], [-3.30893, 0.31166, -1.17379], [-3.03759, -1.48588, -0.65357], [-1.51682, -1.63045, -2.18149], [-1.06358, -2.64968, 2.55430]],
  "forces_ev_per_a": [[1.5, 3.0, -2.1], [1.2, -2.2, 0.8], [1.3, 0.7, 1.0], [-2.2, 1.9, -0.2], [2.7, -0.5, 0.5], [-2.0, 3.5, -0.4], [-0.5, -1.8, -3.2], [0.4, -1.1, 1.7], [-1.7, -1.6, -0.9], [1.3, -1.7, -0.2], [1.1, -0.2, -1.0], [2.3, 0.0, 0.2], [-2.5, 0.5, 1.0], [-2.8, -0.3, -0.7], [1.3, -0.3, 1.8], [-0.4, -1.8, 0.8], [-0.2, 0.3, -0.8], [-2.4, -1.1, -1.1], [0.3, -1.9, 1.1], [1.5, 1.2, 2.2], [0.4, 0.6, -0.5], [0.8, -0.6, 0.5], [0.7, 2.5, 0.0], [-1.2, 1.3, -0.4], [-0.8, -0.3, 0.0]],
  "mulliken_charge": [-0.96, 0.64, -0.62, -0.15, -0.64, -0.01, -0.54, -0.32, -0.55, -0.62, -0.06, 0.09, -0.43, 0.27, 0.22, 0.31, 0.32, 0.43, 0.28, 0.36, 0.74, 0.30, 0.30, 0.36, 0.28]
}

***

(2)
{
  "formula": "C6H10",
  "method": "ωB97M-V/def2-TZVPD",
  "de_lowest_ev": 1.544,
  "smiles": "C#CCCCC",
  "e_homo_ev": -9.872,
  "total_charge": 0,
  "e_lumo_ev": 1.1,
  "mol_weight_g_mol": 82.15,
  "largest_force_ev_per_a": 0.43,
  "elements": ["C", "C", "C", "C", "C", "C", "H", "H", "H", "H", "H", "H", "H", "H", "H", "H"],
  "positions_angstrom": [[-0.72016, -2.28105, 2.48708], [-0.98161, -1.52001, 1.59371], [-1.32761, -0.59009, 0.52091], [-0.16907, -0.33216, -0.47678], [0.39007, 1.08222, -0.36483], [1.49673, 1.37149, -1.37762], [-0.53857, -2.89894, 3.33416], [-1.66474, 0.33639, 0.99161], [-2.19806, -0.98428, -0.00897], [-0.52818, -0.49738, -1.50025], [0.63276, -1.06148, -0.30499], [0.76018, 1.24126, 0.65727], [-0.43921, 1.78699, -0.51461], [2.35237, 0.69913, -1.23904], [1.85805, 2.40021, -1.27798], [1.13355, 1.23746, -2.40398]],
  "forces_ev_per_a": [[-0.1, 0.3, -0.1], [0.0, -0.3, 0.3], [0.1, -0.2, -0.1], [0.0, 0.0, 0.0], [0.0, 0.0, 0.0], [0.0, 0.0, 0.0], [0.1, -0.1, -0.1], [0.1, 0.1, -0.1], [0.0, 0.0, 0.0], [0.0, 0.0, 0.1], [-0.2, 0.1, 0.0], [0.0, 0.0, -0.2], [0.2, 0.0, 0.0], [-0.2, 0.1, 0.0], [0.0, -0.2, 0.0], [0.1, 0.0, 0.2]],
  "mulliken_charge": [0.16, -0.59, -0.65, -0.58, -0.39, -1.25, 0.42, 0.31, 0.30, 0.31, 0.37, 0.29, 0.31, 0.32, 0.34, 0.32]
}

***

(3)
{
  "formula": "C4H9FS2",
  "method": "ωB97M-V/def2-TZVPD",
  "de_lowest_ev": 0.955,
  "smiles": "C=C(SC)SC.F",
  "e_homo_ev": -8.847,
  "total_charge": 0,
  "e_lumo_ev": 0.6,
  "mol_weight_g_mol": 140.25,
  "largest_force_ev_per_a": 2.84,
  "elements": ["C", "C", "S", "C", "S", "C", "H", "H", "H", "H", "H", "H", "H", "H", "F", "H"],
  "positions_angstrom": [[-1.05998, -1.15441, 0.71953], [-0.21167, -0.13054, 0.59597], [0.90237, 0.17759, -0.72610], [0.27586, -0.90264, -2.07042], [0.08246, 0.95310, 1.87899], [-0.46262, 2.38824, 0.94153], [-1.64389, -1.23550, 1.57939], [-1.05469, -1.85091, -0.03313], [-0.79956, -0.94236, -1.94261], [0.86937, -1.80831, -2.16053], [0.61119, -0.44379, -3.06832], [-1.50515, 2.30891, 0.74790], [0.01979, 2.33177, 0.02990], [-0.27406, 3.39504, 1.43845], [2.29446, -1.65979, 1.45672], [1.95611, -1.42639, 0.61273]],
  "forces_ev_per_a": [[1.5, 2.0, -0.1], [-0.4, -1.4, -0.3], [0.3, -0.7, -0.9], [1.6, 1.4, -1.4], [0.1, 1.2, 1.3], [-0.3, 1.8, 2.1], [-0.9, -0.3, 1.1], [-0.4, -1.9, -1.5], [0.0, -0.5, -0.4], [-0.7, -0.6, 0.8], [-1.0, 0.0, 1.4], [-1.0, 0.0, 0.0], [1.1, 0.4, -1.8], [0.0, -1.5, -0.4], [0.0, -0.2, -0.3], [0.2, 0.2, 0.3]],
  "mulliken_charge": [-0.64, 0.07, -0.08, -0.87, -0.07, -0.88, 0.30, 0.28, 0.33, 0.29, 0.31, 0.31, 0.33, 0.30, -0.41, 0.41]
}

***

(4)
{
  "formula": "C5H4O2S",
  "method": "ωB97M-V/def2-TZVPD",
  "de_lowest_ev": 2.838,
  "smiles": "O/C=C1\\C=CC(=S)O1",
  "e_homo_ev": -8.554,
  "total_charge": 0,
  "e_lumo_ev": -1.4,
  "mol_weight_g_mol": 128.15,
  "largest_force_ev_per_a": 5.30,
  "elements": ["O", "C", "C", "C", "C", "C", "S", "O", "H", "H", "H", "H"],
  "positions_angstrom": [[-2.77565, -0.21288, 0.65921], [-1.81968, -0.00555, -0.40050], [-0.51690, -0.05642, -0.14144], [0.51088, -0.06156, 0.99975], [1.70347, 0.25065, 0.41808], [1.66648, 0.31501, -0.98758], [2.67321, 0.00634, -2.33751], [0.31976, 0.16730, -1.32412], [-2.28324, -0.11438, 1.41200], [-2.25088, 0.23219, -1.42788], [0.25578, -0.41677, 2.09218], [2.51677, -0.10393, 1.03780]],
  "forces_ev_per_a": [[-0.2, 0.2, -5.3], [-2.2, -0.2, 1.3], [3.4, 1.2, -1.0], [-2.4, -0.5, -0.7], [0.1, -1.9, 3.4], [-1.4, -2.1, -4.0], [-0.7, 1.1, 2.6], [-0.5, 0.5, 1.5], [1.7, 0.3, 3.3], [0.7, -0.7, 1.7], [0.9, 1.0, -2.4], [0.9, 1.1, -0.4]],
  "mulliken_charge": [-0.46, 0.08, 0.19, -0.13, -0.43, 0.18, -0.28, -0.34, 0.26, 0.33, 0.25, 0.33]
}

***

(5)
{
  "formula": "C5H32N2O11",
  "method": "ωB97M-V/def2-TZVPD",
  "de_lowest_ev": 7.300,
  "smiles": "C=C(N)C[C@H](N)CO.O.O.O.O.O.O.O.O.O.O",
  "e_homo_ev": -8.188,
  "total_charge": 0,
  "e_lumo_ev": 0.0,
  "mol_weight_g_mol": 296.31,
  "largest_force_ev_per_a": 7.08,
  "elements": ["C", "C", "N", "C", "C", "N", "C", "O", "H", "H", "H", "H", "H", "H", "H", "H", "H", "H", "H", "H", "O", "H", "H", "O", "H", "H", "O", "H", "H", "O", "H", "H", "O", "H", "H", "O", "H", "H", "O", "H", "H", "O", "H", "H", "O", "H", "H", "O", "H", "H"],
  "positions_angstrom": [[1.17865, 3.59178, -0.54240], [-0.12610, 3.19140, -0.18414], [-0.98755, 4.18394, 0.14301], [-0.40924, 1.69834, -0.30694], [-1.44021, 1.03380, 0.59550], [-1.08640, 1.67026, 1.90980], [-1.24204, -0.46193, 0.35469], [-2.03241, -1.28451, 1.17589], [1.74043, 4.52736, -0.37211], [1.79332, 2.96678, -1.17735], [-0.55058, 4.89650, 0.71517], [-1.68440, 3.87001, 0.70480], [0.57978, 1.23407, -0.28909], [-0.57928, 1.73767, -1.45642], [-2.49674, 1.49139, 0.53104], [-1.20690, 0.85900, 2.48695], [-0.06948, 1.67819, 1.91761], [-0.24276, -0.87813, 0.57208], [-1.47160, -0.77727, -0.65194], [-2.92370, -1.45858, 0.81446], [-2.32202, -1.41730, -3.05674], [-1.84569, -1.62216, -3.89985], [-2.03672, -0.61469, -2.84754], [0.26693, 2.39842, -3.79762], [-0.32141, 3.10806, -3.78179], [1.00317, 2.66244, -3.08885], [3.32705, 0.91196, 2.00764], [3.02493, 1.40609, 1.35803], [3.99154, 1.17921, 2.57465], [1.40089, -1.67272, 2.30058], [2.01689, -2.11653, 2.90447], [0.76657, -2.40354, 2.28516], [2.68651, -1.17906, -1.35185], [3.35823, -1.82099, -1.28278], [2.69331, -0.93447, -0.39284], [0.08297, -0.17734, -3.55098], [0.85882, -0.55170, -3.07753], [0.38159, 0.76546, -3.82695], [3.49355, -1.42913, 0.80466], [2.87911, -1.72679, 1.35409], [3.89445, -0.62742, 1.26430], [-2.78966, -3.18187, -0.48211], [-2.08316, -3.32608, -1.21750], [-2.43122, -3.93451, 0.03354], [-0.37232, -3.86993, 0.21912], [0.06573, -3.61866, -0.58186], [-0.77781, -2.94246, 0.51473], [-1.20636, -1.08264, 4.07888], [-1.56246, -1.01135, 3.16674], [-0.29368, -1.44367, 4.09696]],
  "forces_ev_per_a": [[-1.0, -0.6, 0.2], [5.1, 0.9, -0.9], [0.7, 1.0, 0.0], [-0.6, 1.8, -4.1], [0.2, 2.7, -0.5], [0.6, -2.1, -0.1], [-0.6, -0.8, 0.5], [-1.0, -0.2, 1.6], [-1.3, 0.0, -0.1], [0.1, -0.8, 0.5], [0.3, 0.4, -0.6], [-3.0, -1.3, 1.9], [-0.3, -0.3, 0.6], [-0.6, -1.1, 1.6], [1.2, -1.6, -1.0], [-0.6, 0.0, 1.6], [0.3, 0.5, 0.1], [0.2, 1.2, -0.2], [0.1, 0.6, -0.8], [0.8, 0.1, -0.1], [-1.7, -5.9, -2.5], [-0.5, 0.4, 1.2], [2.2, 5.4, 1.3], [4.3, -0.3, 2.2], [-1.6, 1.9, 0.0], [-2.4, -0.7, -2.2], [-0.1, -5.7, 3.5], [-1.6, 4.4, -4.4], [1.8, 1.8, 1.2], [-0.3, -1.2, 1.0], [0.3, 0.6, 0.2], [-0.6, 0.2, -0.7], [-1.9, 1.5, -0.9], [1.2, -1.3, -0.4], [-0.2, -0.1, -1.0], [1.6, 1.3, -0.1], [-0.6, 0.2, -0.3], [-1.0, -2.2, 0.6], [6.3, 2.8, -1.6], [-4.3, -1.9, 3.6], [-0.9, -1.3, -0.7], [2.0, -1.7, -2.0], [-2.3, 1.1, 1.2], [-0.8, 0.5, 0.3], [-1.0, 2.7, 1.9], [0.7, 0.1, -0.9], [0.9, -2.8, -0.7], [0.3, 0.0, 0.1], [0.7, -0.6, 0.5], [-1.1, 0.5, -0.6]],
  "mulliken_charge": [-1.52, 1.16, -0.58, -0.35, 0.75, -0.67, -0.17, -0.57, 0.25, 0.18, 0.26, 0.30, -0.25, 0.26, 0.20, 0.24, 0.25, -0.27, 0.37, 0.30, -0.61, 0.32, 0.24, -0.70, 0.29, 0.35, -0.61, 0.29, 0.28, -0.72, 0.35, 0.27, -0.68, 0.24, 0.50, -0.62, 0.27, 0.34, -0.70, 0.41, 0.37, -0.65, 0.31, 0.35, -0.74, 0.33, 0.39, -0.66, 0.29, 0.32]
}

***

(6)
{
  "formula": "C2H6N2",
  "method": "ωB97M-V/def2-TZVPD",
  "de_lowest_ev": 2.272,
  "smiles": "[H]/N=C/NC",
  "e_homo_ev": -8.463,
  "total_charge": 0,
  "e_lumo_ev": 1.1,
  "mol_weight_g_mol": 58.08,
  "largest_force_ev_per_a": 8.04,
  "elements": ["H", "N", "C", "N", "C", "H", "H", "H", "H", "H"],
  "positions_angstrom": [[-0.62809, -2.46618, 1.46867], [-0.85951, -1.76658, 0.74552], [-0.17749, -0.64924, 0.91641], [-0.49779, 0.15361, -0.26296], [0.51800, 1.06289, -0.78761], [0.55473, -0.41180, 1.62894], [-1.39994, 0.01179, -0.68481], [0.24436, 1.33856, -1.99844], [1.54611, 0.68365, -0.78123], [0.69963, 2.04329, -0.24449]],
  "forces_ev_per_a": [[-0.3, 0.5, 0.0], [2.0, 0.9, 2.4], [-4.6, -2.7, -6.0], [2.9, 1.3, 2.8], [-0.7, 1.9, -2.8], [1.0, 0.6, 0.8], [0.4, -0.2, 0.0], [0.8, -0.7, 3.6], [-0.4, -0.8, -0.2], [-1.0, -0.8, -0.5]],
  "mulliken_charge": [0.21, -0.63, -0.06, -0.20, -0.77, 0.38, 0.30, 0.24, 0.27, 0.25]
}

***

(7)
{
  "formula": "C4H4S3",
  "method": "ωB97M-V/def2-TZVPD",
  "de_lowest_ev": 1.432,
  "smiles": "C=CSC(=S)C=S",
  "e_homo_ev": -8.931,
  "total_charge": 0,
  "e_lumo_ev": -1.5,
  "mol_weight_g_mol": 148.28,
  "largest_force_ev_per_a": 1.71,
  "elements": ["C", "C", "S", "C", "S", "C", "S", "H", "H", "H", "H"],
  "positions_angstrom": [[-1.77676, -1.53247, 2.07557], [-1.41405, -1.18949, 0.84018], [-1.34109, 0.51410, 0.29590], [0.29649, 0.76339, -0.10259], [0.74269, 2.26299, -0.58477], [1.34464, -0.28236, -0.15552], [1.33870, -1.60745, -1.06148], [-1.96389, -0.74697, 2.81656], [-1.73604, -2.55799, 2.35666], [-1.11202, -1.96317, 0.14371], [2.26501, -0.00060, 0.34278]],
  "forces_ev_per_a": [[0.5, 1.6, -0.5], [0.1, -0.3, 0.4], [-0.6, -0.8, 0.3], [0.3, 0.5, -0.4], [0.1, -0.3, 0.1], [0.2, 0.0, -0.2], [-0.2, -0.1, 0.0], [-0.2, -0.5, -0.2], [-0.3, -0.6, 0.3], [-0.2, 0.2, -0.2], [0.0, 0.2, 0.2]],
  "mulliken_charge": [-0.55, -0.23, -0.06, 0.37, -0.21, -0.37, -0.17, 0.24, 0.28, 0.39, 0.32]
}

***

Number 1: energy -1048.214064 hartree. Number 2: energy -234.545759 hartree. Number 3: energy -1053.995084 hartree. Number 4: energy -741.482345 hartree. Number 5: energy -1146.677175 hartree. Number 6: energy -189.246074 hartree. Number 7: energy -1349.301335 hartree.